No. 1
A 2-piece molecular cluster, Cl2HNOS overall in a non-equilibrium geometry, computed with wB97M-V/def2-TZVPD.

Geometry as XYZ:
```
6
Properties=species:S:1:pos:R:3:lowdin_charge:R:1
N 2.281 -0.212 -0.541 -0.49
O -2.000 -1.229 0.375 -0.62
S -1.515 -0.201 1.277 0.45
Cl -1.911 1.444 0.130 0.13
Cl 1.195 0.617 0.262 0.54
H 1.950 -0.421 -1.502 -0.01
```

- M: 134.0 g/mol
- F_max: 2.627 eV/Å
- Lowest unoccupied orbital energy (spin up / spin down): -0.05741 / -0.03813 Ha
- Calculated total energy: -39430.138 eV
- HOMO energy (spin up / spin down): -9.99 / -9.36 eV
- Energy relative to the best compared isomer or geometry (same formula, charge and spin): 183.4 kJ/mol

=====

No. 2
One molecule with the formula C33H39FINO7, computed with wB97M-V/def2-TZVPD.

Geometry as XYZ:
```
82
Properties=species:S:1:pos:R:3:lowdin_charge:R:1
C -3.105 4.062 -5.000 -0.06
C -1.807 3.680 -5.681 -0.23
O -1.714 2.252 -5.793 -0.15
C -0.553 1.704 -5.230 -0.13
C -0.615 1.549 -3.718 -0.02
C -1.739 1.041 -3.062 -0.06
C -2.947 0.498 -3.781 -0.07
C -2.741 -0.942 -4.254 -0.13
O -2.327 -0.930 -5.623 0.01
C -1.667 -2.022 -6.052 -0.51
O -1.550 -3.021 -5.393 0.12
C -1.061 -1.832 -7.412 -0.13
C 0.456 -1.557 -7.307 -0.07
C -1.713 0.970 -1.675 -0.14
F -2.779 0.472 -1.044 0.11
C -0.611 1.329 -0.919 0.01
C 0.521 1.795 -1.579 0.00
C 0.489 1.906 -2.954 -0.11
O 1.658 2.374 -3.605 0.07
C 1.667 3.661 -3.801 -0.33
N 1.662 4.786 -4.040 0.19
C 1.711 2.126 -0.735 -0.25
O 2.454 3.045 -0.976 0.16
C 1.875 1.222 0.436 -0.08
C 3.133 0.832 0.841 -0.08
C 3.250 -0.038 1.915 -0.59
I 5.218 -0.659 2.314 0.99
C 2.156 -0.517 2.627 -0.19
C 2.328 -1.412 3.836 -0.18
C 3.100 -0.769 5.007 -0.21
C 2.560 -1.054 6.433 -0.18
C 1.572 -2.203 6.627 -0.19
C 2.106 -3.576 6.261 -0.23
O 1.309 -4.623 6.790 -0.18
C 0.160 -4.876 6.023 -0.12
C 0.861 -0.131 2.187 -0.09
C -0.393 -0.656 2.844 -0.10
C -0.871 0.096 4.122 -0.38
C -0.051 1.342 4.453 -0.05
C -2.363 0.455 4.056 -0.07
C 0.744 0.739 1.104 -0.03
C -0.569 1.207 0.574 -0.25
O -1.510 1.520 1.262 0.15
H -3.929 3.527 -5.473 0.08
H -3.080 3.769 -3.951 0.07
H -3.279 5.132 -5.086 0.08
H -0.951 4.063 -5.124 0.11
H -1.787 4.080 -6.696 0.12
H -0.390 0.723 -5.677 0.12
H 0.310 2.315 -5.493 0.12
H -3.222 1.129 -4.621 0.11
H -3.781 0.484 -3.085 0.12
H -3.661 -1.514 -4.141 0.14
H -1.984 -1.442 -3.651 0.13
H -1.233 -2.759 -7.956 0.12
H -1.554 -1.024 -7.944 0.12
H 0.997 -2.162 -8.030 0.07
H 0.839 -1.790 -6.317 0.08
H 0.671 -0.517 -7.544 0.07
H 4.002 1.201 0.315 0.10
H 1.343 -1.711 4.159 0.07
H 2.847 -2.311 3.495 0.11
H 3.112 0.310 4.851 0.10
H 4.139 -1.085 4.956 0.04
H 2.083 -0.145 6.802 0.10
H 3.406 -1.227 7.100 0.11
H 1.319 -2.247 7.689 0.12
H 0.636 -1.984 6.113 0.08
H 2.163 -3.711 5.176 0.11
H 3.113 -3.713 6.655 0.13
H -0.396 -5.673 6.510 0.09
H 0.421 -5.207 5.011 0.09
H -0.499 -4.005 5.945 0.08
H -0.242 -1.705 3.090 0.11
H -1.197 -0.653 2.112 0.10
H -0.735 -0.589 4.961 0.11
H -0.080 2.061 3.635 0.08
H 0.982 1.089 4.689 0.06
H -0.479 1.814 5.339 0.09
H -2.488 1.471 3.688 0.07
H -2.908 -0.201 3.377 0.08
H -2.811 0.360 5.043 0.08
```

- M: 707.6 g/mol
- F_max: 0.437 eV/Å
- Lowest unoccupied orbital energy: -0.04160 Ha
- Calculated total energy: -61492.759 eV
- HOMO energy: -9.30 eV
- Structure (SMILES): CCOCc1c(CCOC(=O)CC)c(F)c2c(c1OC#N)C(=O)c1cc(I)c(CCCCCOC)c(CC(C)C)c1C2=O

=====

No. 3
CHI3O as an isolated structure in a non-equilibrium geometry, computed with wB97M-V/def2-TZVPD.

Geometry as XYZ:
```
6
Properties=species:S:1:pos:R:3:lowdin_charge:R:1
C -0.320 0.023 -0.011 -1.49
O 0.589 0.092 -0.968 -0.89
I -0.041 1.381 1.672 0.65
I -2.393 0.163 -0.667 0.71
I 2.375 -0.566 -0.421 0.98
H -0.210 -1.092 0.395 0.03
```

- M: 409.7 g/mol
- F_max: 4.319 eV/Å
- Lowest unoccupied orbital energy: -0.05726 Ha
- Calculated total energy: -27400.680 eV
- HOMO energy: -9.22 eV
- Energy relative to the best compared isomer or geometry (same formula, charge and spin): 172.0 kJ/mol